# 1
# C4H9NO2

A single C4H9NO2 molecule (ωB97M-V/def2-TZVPD, the OMol25 dataset).

Output
SMILES ... NCCCC(=O)O

The geometry in XYZ format:
```
16
Properties=species:S:1:pos:R:3:forces:R:3:nbo_charge:R:1
N 0.462 -1.860 0.575 -0.15 -0.18 0.03 -0.85
C 0.270 -1.171 -0.702 -0.05 -0.17 0.05 -0.22
C 0.930 0.199 -0.682 0.18 0.12 -0.29 -0.39
C 0.503 1.052 0.516 0.01 -0.16 0.13 -0.52
C -0.997 1.127 0.607 0.40 0.55 -0.50 0.80
O -1.695 0.529 1.375 -0.24 -0.29 0.31 -0.60
O -1.513 1.951 -0.341 0.03 -0.15 0.23 -0.69
H -0.214 -1.519 1.251 0.06 0.00 0.03 0.37
H 0.279 -2.854 0.472 0.05 0.19 -0.01 0.36
H -0.788 -1.064 -0.976 -0.08 0.06 0.07 0.16
H 0.708 -1.787 -1.485 0.15 0.06 -0.08 0.20
H 0.718 0.724 -1.616 -0.19 0.03 0.02 0.21
H 2.013 0.096 -0.658 0.10 -0.13 0.18 0.21
H 0.927 2.052 0.436 -0.09 0.07 -0.06 0.24
H 0.868 0.603 1.438 -0.03 -0.03 0.00 0.24
H -2.471 1.922 -0.210 -0.12 0.05 -0.10 0.49
```
Forces are in eV/Å.

# 2
# C4H9NO2

A single C4H9NO2 molecule in a non-equilibrium geometry (ωB97M-V/def2-TZVPD, the OMol25 dataset).

Output
SMILES ... C[C@@H](C=O)NCO

The geometry in XYZ format:
```
16
Properties=species:S:1:pos:R:3:forces:R:3:nbo_charge:R:1
C -1.983 -0.338 -1.206 -0.76 -0.62 0.19 -0.61
C -0.616 -0.224 -0.602 0.89 -0.79 1.35 -0.19
C -0.077 1.181 -0.654 0.03 0.68 -0.54 0.45
O 1.064 1.519 -0.856 -0.05 -0.48 0.12 -0.53
N -0.686 -0.528 0.862 -0.19 -0.38 0.04 -0.63
C 0.595 -0.475 1.553 0.68 0.28 0.03 0.07
O 1.741 -0.834 0.787 -0.43 -0.08 0.02 -0.74
H -2.004 -0.400 -2.291 0.19 0.22 -0.04 0.22
H -2.481 -1.239 -0.834 0.25 -0.16 -0.10 0.22
H -2.641 0.444 -0.850 -0.01 0.50 -0.10 0.22
H 0.097 -0.970 -0.969 -0.03 0.51 -0.81 0.21
H -0.833 1.965 -0.478 -0.19 -0.01 0.12 0.12
H -0.991 -1.493 0.936 -0.32 0.09 -0.15 0.36
H 0.737 0.518 1.974 0.04 0.32 -0.11 0.15
H 0.596 -1.160 2.398 -0.30 -0.09 -0.05 0.18
H 1.874 -0.138 0.128 0.19 0.01 0.03 0.48
```
Forces are in eV/Å.

# 3
# C4H9NO2

A single C4H9NO2 molecule in a non-equilibrium geometry (ωB97M-V/def2-TZVPD, the OMol25 dataset).

Output
SMILES ... CN[C@H](C=O)CO

The geometry in XYZ format:
```
16
Properties=species:S:1:pos:R:3:forces:R:3:nbo_charge:R:1
C 2.016 1.018 0.616 -2.15 -0.48 -0.51 -0.43
N 1.655 -0.209 -0.139 0.28 -0.43 -1.45 -0.62
C 0.242 -0.474 -0.531 0.41 2.24 1.02 -0.19
C -0.396 0.889 -0.863 -0.66 -0.50 0.46 0.42
O -1.502 1.178 -0.476 -0.28 0.09 -0.10 -0.54
C -0.457 -1.063 0.671 -0.36 -1.73 0.77 -0.07
O -1.805 -1.472 0.512 0.07 -0.02 -0.51 -0.72
H 2.932 0.798 1.142 0.17 0.50 0.15 0.22
H 1.172 1.249 1.279 0.48 -0.36 0.54 0.20
H 1.985 1.909 -0.011 0.93 0.09 -0.11 0.18
H 2.139 -0.178 -1.038 0.29 -0.13 0.54 0.35
H 0.217 -1.163 -1.370 0.02 -0.01 -0.11 0.23
H 0.191 1.698 -1.315 0.45 -0.20 -0.47 0.12
H 0.074 -1.997 0.880 0.08 0.13 0.06 0.19
H -0.390 -0.486 1.597 0.34 0.54 -0.30 0.17
H -2.314 -0.699 0.257 -0.09 0.25 -0.01 0.48
```
Forces are in eV/Å.

Number 1: LUMO 0.80 eV, molecular weight 103.1 g mol⁻¹, HOMO level -9.412 eV. Number 2: LUMO 0.80 eV, molecular weight 103.1 g mol⁻¹, HOMO level -9.766 eV. Number 3: LUMO 0.83 eV, molecular weight 103.1 g mol⁻¹, HOMO level -9.215 eV.